Record 1
Below is an isolated molecule of C23H22N2O7, with properties calculated with wB97M-V/def2-TZVPD.

calculated total energy = -41520.6224 eV
E_HOMO = -0.2804 Ha
LUMO energy = -0.4 eV
HOMO-LUMO gap = 7.2 eV
structure (SMILES) = CCOC(=O)C(=O)NCc1ccc(/C=C2\C(=O)C(C(=O)OC)=C(C)N2c2ccccc2)o1
maximum force = 1.27 eV/Å
relative energy (zero: lowest compared OMol25 entry of this formula, charge and spin) = 124.1 kJ/mol

Positions of all 54 atoms, in Å:
C1 5.35 2.50 1.19
C2 3.89 2.08 1.18
O1 3.75 0.66 1.30
C3 4.00 -0.06 0.23
O2 4.38 0.35 -0.84
C4 3.77 -1.56 0.49
O3 3.77 -2.07 1.59
N1 3.65 -2.23 -0.68
C5 3.27 -3.61 -0.70
C6 1.78 -3.76 -0.70
C7 0.95 -4.85 -0.81
C8 -0.36 -4.36 -0.69
C9 -0.24 -2.99 -0.51
C10 -1.27 -2.02 -0.33
C11 -1.15 -0.68 -0.25
C12 0.02 0.23 -0.48
O4 1.16 -0.11 -0.70
C13 -0.56 1.57 -0.42
C14 0.22 2.78 -0.62
O5 1.42 2.86 -0.66
O6 -0.57 3.88 -0.78
C15 0.13 5.09 -1.00
C16 -1.90 1.46 -0.15
C17 -2.89 2.54 0.08
N2 -2.26 0.15 -0.05
C18 -3.56 -0.32 0.25
C19 -4.62 -0.01 -0.58
C20 -5.89 -0.48 -0.28
C21 -6.10 -1.26 0.84
C22 -5.03 -1.57 1.67
C23 -3.76 -1.10 1.38
O7 1.06 -2.65 -0.52
H1 5.85 2.12 2.08
H2 5.42 3.59 1.18
H3 5.86 2.11 0.31
H4 3.36 2.49 2.04
H5 3.40 2.40 0.25
H6 3.52 -1.66 -1.50
H7 3.68 -4.08 0.21
H8 3.70 -4.11 -1.58
H9 1.24 -5.87 -0.96
H10 -1.27 -4.92 -0.72
H11 -2.26 -2.46 -0.25
H12 0.78 5.00 -1.87
H13 -0.64 5.85 -1.17
H14 0.73 5.35 -0.13
H15 -3.75 2.18 0.63
H16 -3.22 2.96 -0.87
H17 -2.42 3.35 0.63
H18 -4.45 0.58 -1.47
H19 -6.72 -0.24 -0.93
H20 -7.09 -1.62 1.08
H21 -5.19 -2.17 2.55
H22 -2.93 -1.33 2.03


Record 2
Below is a structure of composition C23H22N5O5S2Tl, with properties calculated with wB97M-V/def2-TZVPD.

charge = -1
calculated total energy = -68260.2956 eV
spin multiplicity = 2
E_HOMO (alpha / beta) = -0.1535 / -0.1798 Ha
LUMO energy (alpha / beta) = 2.4 / 1.1 eV
HOMO-LUMO gap (alpha / beta) = 6.6 / 6.0 eV
maximum force = 0.87 eV/Å
relative energy (zero: lowest compared OMol25 entry of this formula, charge and spin) = 43.3 kJ/mol

Positions of all 58 atoms, in Å:
Tl1 0.70 0.45 1.20
C1 -0.14 0.74 -2.56
N1 -0.85 0.07 -1.47
C2 -1.13 -1.35 -1.72
C3 0.09 -2.17 -2.01
C4 0.18 -2.97 -3.15
C5 1.36 -3.65 -3.40
C6 2.42 -3.51 -2.51
C7 2.23 -2.72 -1.39
N2 1.09 -2.08 -1.13
C8 -2.07 0.79 -1.14
C9 -2.72 0.36 0.14
C10 -4.05 0.72 0.38
C11 -4.61 0.45 1.61
C12 -3.83 -0.16 2.58
C13 -2.53 -0.49 2.26
N3 -1.99 -0.27 1.06
C14 0.84 1.81 -2.14
C15 0.83 3.05 -2.75
C16 1.80 3.98 -2.40
C17 2.75 3.63 -1.46
C18 2.68 2.37 -0.90
N4 1.77 1.47 -1.24
H1 -0.86 1.19 -3.26
H2 0.42 -0.01 -3.12
H3 -1.85 -1.46 -2.55
H4 -1.60 -1.74 -0.81
H5 -0.66 -3.04 -3.82
H6 1.46 -4.26 -4.29
H7 3.36 -4.00 -2.69
H8 3.01 -2.60 -0.65
H9 -2.80 0.75 -1.97
H10 -1.77 1.83 -0.97
H11 -4.61 1.24 -0.40
H12 -5.63 0.74 1.82
H13 -4.22 -0.35 3.57
H14 -1.86 -0.92 3.00
H15 0.05 3.30 -3.46
H16 1.80 4.97 -2.84
H17 3.52 4.33 -1.14
H18 3.39 2.06 -0.13
O1 -0.41 4.44 2.16
S1 -0.11 3.12 1.64
O2 -0.81 2.03 2.41
O3 -0.49 2.96 0.21
O4 1.37 2.81 1.74
O5 0.15 -1.33 3.41
N5 0.25 -2.51 2.90
C19 -0.75 -3.42 3.11
C20 -0.70 -4.69 2.59
C21 0.38 -5.06 1.80
C22 1.38 -4.14 1.58
C23 1.35 -2.86 2.14
S2 2.61 -1.73 1.97
H19 -1.56 -3.05 3.72
H20 -1.51 -5.37 2.81
H21 0.44 -6.05 1.37
H22 2.24 -4.39 0.97


Record 3
Below is an isolated molecule of C23H22O5S, with properties calculated with wB97M-V/def2-TZVPD.

calculated total energy = -45277.7658 eV
E_HOMO = -0.2992 Ha
LUMO energy = -0.1 eV
HOMO-LUMO gap = 8.0 eV
structure (SMILES) = COc1ccc([C@@H](OC)[C@@H](C(=O)c2ccccc2)S(=O)(=O)c2ccccc2)cc1
maximum force = 2.17 eV/Å
relative energy (zero: lowest compared OMol25 entry of this formula, charge and spin) = 258.2 kJ/mol

Positions of all 51 atoms, in Å:
C1 5.71 -3.53 -1.66
O1 5.29 -2.15 -1.60
C2 3.99 -1.88 -1.29
C3 3.60 -0.52 -1.21
C4 2.29 -0.19 -0.93
C5 1.33 -1.18 -0.66
C6 -0.17 -0.84 -0.43
O2 -0.82 -2.10 -0.57
C7 -2.12 -2.20 -1.15
C8 -0.58 -0.25 0.89
C9 0.46 0.20 1.88
O3 1.53 -0.40 2.03
C10 0.12 1.32 2.82
C11 -1.04 1.33 3.61
C12 -1.18 2.26 4.64
C13 -0.17 3.19 4.90
C14 0.98 3.20 4.10
C15 1.12 2.26 3.07
S1 -2.11 1.08 0.61
O4 -1.69 2.43 0.91
O5 -3.19 0.47 1.39
C16 -2.77 1.22 -1.08
C17 -2.22 2.19 -1.91
C18 -2.70 2.32 -3.22
C19 -3.74 1.51 -3.67
C20 -4.33 0.58 -2.81
C21 -3.87 0.46 -1.49
C22 1.74 -2.52 -0.67
C23 3.03 -2.88 -1.03
H1 6.80 -3.47 -1.75
H2 5.43 -4.08 -0.76
H3 5.29 -4.03 -2.55
H4 4.36 0.24 -1.39
H5 1.99 0.86 -0.87
H6 -0.45 -0.12 -1.22
H7 -2.24 -3.27 -1.38
H8 -2.88 -1.88 -0.42
H9 -2.21 -1.62 -2.08
H10 -1.23 -0.93 1.45
H11 -1.83 0.60 3.43
H12 -2.10 2.27 5.23
H13 -0.28 3.91 5.71
H14 1.78 3.93 4.27
H15 2.01 2.26 2.44
H16 -1.43 2.82 -1.53
H17 -2.24 3.07 -3.87
H18 -4.10 1.61 -4.70
H19 -5.14 -0.06 -3.16
H20 -4.34 -0.23 -0.80
H21 1.04 -3.29 -0.39
H22 3.28 -3.94 -1.11


Record 4
Below is a structure of composition C23H23AgBrN3O6Si, with properties calculated with wB97M-V/def2-TZVPD.

charge = -2
calculated total energy = -122900.4573 eV
E_HOMO = -0.0690 Ha
LUMO energy = 4.4 eV
HOMO-LUMO gap = 6.3 eV
maximum force = 0.94 eV/Å
relative energy (zero: lowest compared OMol25 entry of this formula, charge and spin) = 0.0 kJ/mol

Positions of all 58 atoms, in Å:
Ag1 -0.91 0.02 -0.08
C1 0.00 0.77 3.65
C2 -0.67 -0.55 3.40
C3 -0.72 -1.54 4.39
C4 -1.33 -2.75 4.05
C5 -1.86 -2.94 2.79
C6 -1.82 -1.88 1.83
N1 -1.20 -0.71 2.20
N2 -2.29 -1.93 0.59
Si1 -3.35 -3.04 -0.09
C7 -2.67 -4.79 -0.32
C8 -3.78 -2.44 -1.80
C9 -4.95 -3.24 0.87
H1 -0.59 1.39 4.33
H2 0.12 1.31 2.71
H3 0.99 0.63 4.11
H4 -0.27 -1.37 5.36
H5 -1.36 -3.56 4.77
H6 -2.29 -3.90 2.51
H7 -1.71 -4.75 -0.83
H8 -3.36 -5.39 -0.92
H9 -2.52 -5.30 0.64
H10 -2.92 -2.56 -2.47
H11 -4.02 -1.37 -1.78
H12 -4.63 -2.99 -2.23
H13 -4.77 -3.77 1.81
H14 -5.70 -3.80 0.30
H15 -5.36 -2.26 1.11
O1 -1.54 0.63 -2.20
C10 -0.76 1.39 -2.73
C11 -0.44 2.75 -2.30
C12 0.20 3.53 -3.24
C13 0.53 4.85 -2.97
C14 0.26 5.41 -1.70
C15 -0.34 4.66 -0.74
C16 -0.75 3.27 -0.96
O2 -1.31 2.61 -0.08
N3 1.16 5.65 -3.99
O3 1.46 6.81 -3.71
O4 1.45 5.13 -5.06
H16 -0.21 1.06 -3.64
H17 0.45 3.11 -4.21
H18 0.55 6.43 -1.51
H19 -0.53 5.06 0.25
Br1 4.21 -2.79 0.95
C17 4.65 -1.07 0.28
C18 6.01 -0.79 0.24
C19 6.47 0.44 -0.21
C20 5.55 1.39 -0.62
C21 4.19 1.10 -0.57
C22 3.70 -0.13 -0.13
C23 2.17 -0.34 -0.16
O5 1.52 0.74 -0.17
O6 1.76 -1.50 -0.22
H20 6.71 -1.54 0.58
H21 7.53 0.64 -0.24
H22 5.88 2.36 -0.98
H23 3.45 1.83 -0.85


Record 5
Below is a structure of composition C23H23AsInN3O6S, with properties calculated with wB97M-V/def2-TZVPD.

charge = -2
calculated total energy = -117823.6897 eV
E_HOMO = 0.0387 Ha
LUMO energy = 3.9 eV
HOMO-LUMO gap = 2.8 eV
maximum force = 1.59 eV/Å
relative energy (zero: lowest compared OMol25 entry of this formula, charge and spin) = 72.4 kJ/mol

Positions of all 58 atoms, in Å:
In1 -0.17 1.70 0.51
O1 0.64 1.47 5.52
As1 1.66 1.60 3.97
O2 2.87 2.62 4.38
O3 0.52 2.05 2.89
C1 2.27 -0.24 4.11
C2 2.69 -0.61 5.38
C3 3.11 -1.91 5.65
C4 3.11 -2.85 4.62
C5 2.72 -2.49 3.35
C6 2.30 -1.19 3.09
S1 1.96 -0.75 1.41
O4 2.51 -1.83 0.61
O5 2.72 0.58 1.27
O6 0.52 -0.59 1.24
H1 -0.02 2.15 5.33
H2 2.67 0.14 6.16
H3 3.40 -2.20 6.65
H4 3.41 -3.87 4.82
H5 2.72 -3.20 2.53
C7 -1.51 -1.00 -5.42
N1 -1.16 -0.04 -4.41
C8 -0.10 0.84 -4.44
C9 -0.16 1.55 -3.27
N2 -1.23 1.13 -2.53
C10 -1.80 0.18 -3.23
H6 -0.78 -0.95 -6.23
H7 -2.50 -0.78 -5.83
H8 -1.51 -2.01 -5.01
H9 0.60 0.86 -5.25
H10 0.51 2.31 -2.91
H11 -2.68 -0.37 -2.92
C11 -6.71 -1.52 0.12
C12 -5.33 -0.99 0.36
C13 -4.19 -1.65 -0.10
C14 -2.94 -1.12 0.18
N3 -2.75 0.01 0.86
C15 -3.83 0.64 1.29
C16 -5.12 0.19 1.08
H12 -6.69 -2.41 -0.51
H13 -7.34 -0.77 -0.37
H14 -7.20 -1.79 1.06
H15 -4.29 -2.57 -0.66
H16 -2.03 -1.61 -0.15
H17 -3.64 1.56 1.83
H18 -5.97 0.75 1.46
C17 2.27 1.69 0.29
C18 2.78 1.54 -1.01
C19 3.36 0.39 -1.66
C20 3.77 0.42 -2.97
C21 3.69 1.59 -3.75
C22 3.16 2.74 -3.14
C23 2.70 2.72 -1.85
H19 3.44 -0.53 -1.10
H20 4.17 -0.48 -3.43
H21 4.03 1.60 -4.78
H22 3.11 3.66 -3.72
H23 2.29 3.61 -1.39


Record 6
Below is a structure of composition C23H23AsMnP, with properties calculated with wB97M-V/def2-TZVPD.

charge = -1
calculated total energy = -125664.9116 eV
spin multiplicity = 6
E_HOMO (alpha / beta) = -0.0048 / -0.1153 Ha
LUMO energy (alpha / beta) = 2.8 / 2.7 eV
HOMO-LUMO gap (alpha / beta) = 2.9 / 5.9 eV
maximum force = 3.96 eV/Å
relative energy (zero: lowest compared OMol25 entry of this formula, charge and spin) = 84.6 kJ/mol

Positions of all 49 atoms, in Å:
C1 -0.41 0.05 -1.88
C2 -0.78 -1.34 -1.66
C3 0.40 -2.11 -1.40
C4 1.54 -1.33 -1.18
C5 1.14 0.05 -1.41
Mn1 -0.16 -0.04 0.10
P1 -2.10 0.02 1.22
H1 -1.28 0.78 -1.95
H2 -1.82 -1.76 -1.58
H3 0.46 -3.16 -1.61
H4 1.84 0.85 -1.15
H5 2.55 -1.64 -0.87
H6 -2.14 -0.09 2.64
H7 -3.38 -0.43 0.80
H8 -2.29 1.43 1.13
C6 -0.54 3.08 5.53
C7 -0.59 3.82 4.34
C8 -0.21 3.23 3.13
C9 0.22 1.90 3.13
C10 0.31 1.16 4.32
C11 -0.08 1.76 5.52
As1 0.97 1.11 1.52
C12 1.42 2.69 0.44
C13 0.81 2.91 -0.80
C14 0.98 4.13 -1.43
C15 1.75 5.12 -0.81
C16 2.38 4.88 0.42
C17 2.19 3.66 1.07
C18 2.70 0.39 2.12
C19 3.85 1.13 1.87
C20 5.05 0.64 2.36
C21 5.09 -0.57 3.06
C22 3.90 -1.26 3.34
C23 2.68 -0.78 2.87
H9 -0.78 3.56 6.47
H10 -0.94 4.86 4.36
H11 -0.29 3.79 2.20
H12 0.67 0.13 4.30
H13 -0.03 1.18 6.45
H14 0.19 2.16 -1.32
H15 0.48 4.34 -2.39
H16 1.85 6.12 -1.26
H17 3.02 5.62 0.90
H18 2.59 3.48 2.07
H19 3.83 2.01 1.23
H20 5.95 1.19 2.14
H21 6.05 -0.93 3.46
H22 3.94 -2.19 3.89
H23 1.76 -1.37 3.00


Record 7
Below is a structure of composition C23H23Br2CoF3N5O5, with properties calculated with wB97M-V/def2-TZVPD.

charge = -1
calculated total energy = -227782.0882 eV
spin multiplicity = 2
E_HOMO (alpha / beta) = -0.1644 / -0.1688 Ha
LUMO energy (alpha / beta) = 1.8 / 1.8 eV
HOMO-LUMO gap (alpha / beta) = 6.3 / 6.4 eV
maximum force = 1.13 eV/Å
relative energy (zero: lowest compared OMol25 entry of this formula, charge and spin) = 55.3 kJ/mol

Positions of all 62 atoms, in Å:
Co1 -0.41 -0.65 -0.15
N1 -0.43 -0.70 1.87
C1 0.90 -1.03 2.37
C2 1.32 -0.19 3.56
C3 0.89 1.29 3.48
C4 1.02 2.05 2.14
N2 2.22 1.80 1.34
C5 3.46 1.89 1.77
N3 3.73 2.70 2.83
N4 4.42 1.21 1.15
C6 1.98 -0.94 1.27
O1 3.17 -1.12 1.65
O2 1.61 -0.63 0.12
H1 -0.73 0.23 2.13
H2 -1.13 -1.36 2.18
H3 0.92 -2.09 2.63
H4 2.40 -0.29 3.63
H5 0.91 -0.59 4.49
H6 1.41 1.81 4.29
H7 -0.18 1.38 3.72
H8 0.90 3.12 2.30
H9 0.22 1.78 1.44
H10 2.07 1.17 0.55
H11 3.06 3.43 3.02
H12 4.69 2.95 2.98
H13 4.07 0.26 0.85
H14 5.32 1.20 1.60
Br1 0.10 4.60 -0.58
C7 0.01 3.22 -1.88
C8 0.08 3.57 -3.23
C9 0.05 2.61 -4.20
Br2 0.16 3.14 -6.03
C10 -0.06 1.24 -3.86
C11 -0.07 0.17 -4.79
C12 -0.16 -1.12 -4.34
C13 -0.25 -1.37 -2.96
N5 -0.26 -0.39 -2.08
C14 -0.15 0.90 -2.49
C15 -0.11 1.90 -1.43
O3 -0.17 1.56 -0.21
H15 0.17 4.61 -3.51
H16 0.00 0.39 -5.85
H17 -0.15 -1.95 -5.03
H18 -0.31 -2.37 -2.57
C16 -5.19 -0.57 -0.24
C17 -4.48 0.56 0.13
C18 -3.08 0.54 0.13
C19 -2.35 -0.60 -0.23
C20 -3.11 -1.72 -0.60
C21 -4.50 -1.71 -0.61
H19 -6.28 -0.55 -0.24
H20 -5.00 1.47 0.41
H21 -2.55 1.44 0.41
H22 -2.60 -2.64 -0.87
H23 -5.04 -2.60 -0.90
F1 -1.87 -5.23 -0.66
C22 -0.64 -5.22 -0.08
F2 -0.03 -6.35 -0.47
F3 -0.84 -5.33 1.25
C23 0.14 -3.92 -0.47
O4 1.01 -4.05 -1.32
O5 -0.28 -2.91 0.15


Record 8
Below is a structure of composition C23H23Br4KN7O3S, with properties calculated with wB97M-V/def2-TZVPD.

charge = -1
calculated total energy = -348129.9622 eV
E_HOMO = -0.1119 Ha
LUMO energy = 2.0 eV
HOMO-LUMO gap = 5.0 eV
maximum force = 0.48 eV/Å
relative energy (zero: lowest compared OMol25 entry of this formula, charge and spin) = 132.2 kJ/mol

Positions of all 62 atoms, in Å:
K1 -0.20 0.19 0.38
C1 2.41 4.29 1.60
C2 1.47 3.12 1.44
N1 0.45 3.12 0.67
N2 0.17 4.31 0.05
C3 -0.58 4.38 -1.08
N3 -0.91 5.69 -1.39
S1 -0.98 3.11 -2.04
C4 1.73 1.88 2.21
C5 2.97 1.26 2.15
C6 3.15 0.06 2.82
C7 2.08 -0.47 3.53
C8 0.88 0.22 3.53
N4 0.69 1.37 2.89
H1 2.70 4.69 0.63
H2 3.30 3.98 2.13
H3 1.94 5.09 2.18
H4 0.58 5.17 0.40
H5 -1.19 6.27 -0.61
H6 -1.53 5.75 -2.18
H7 3.76 1.67 1.54
H8 4.08 -0.48 2.73
H9 2.16 -1.44 4.01
H10 0.02 -0.19 4.04
O1 -3.72 1.43 0.08
C9 -4.32 1.04 -1.11
C10 -3.40 0.39 -2.13
C11 -3.89 0.10 -3.41
C12 -3.05 -0.51 -4.32
C13 -1.75 -0.81 -3.94
C14 -1.35 -0.49 -2.66
N5 -2.16 0.09 -1.77
H11 -3.41 0.63 0.55
H12 -4.73 1.95 -1.57
H13 -5.17 0.37 -0.94
H14 -4.91 0.36 -3.67
H15 -3.40 -0.74 -5.32
H16 -1.05 -1.28 -4.63
H17 -0.34 -0.70 -2.33
Br1 4.96 -4.92 2.23
C15 4.10 -3.44 1.42
C16 4.81 -2.53 0.65
Br2 6.68 -2.73 0.41
C17 4.12 -1.48 0.02
Br3 5.06 -0.12 -0.92
C18 2.73 -1.29 0.09
O2 2.12 -0.30 -0.45
C19 1.97 -2.24 0.93
O3 0.72 -2.06 1.12
C20 2.71 -3.27 1.55
Br4 1.70 -4.41 2.70
C21 -2.87 -3.21 -1.50
N6 -2.11 -2.95 -0.29
C22 -1.28 -4.03 0.24
C23 -2.56 -2.00 0.51
N7 -2.96 -1.16 1.20
H18 -2.19 -3.59 -2.26
H19 -3.33 -2.29 -1.87
H20 -3.66 -3.96 -1.32
H21 -0.60 -4.35 -0.54
H22 -1.91 -4.87 0.55
H23 -0.68 -3.65 1.07